11
Properties=species:S:1:pos:R:3:forces:R:3 method="wB97M-V/def2-TZVPD" smiles="O=CCNC=O"
O -1.0034 -2.1145 -0.1474 -0.623 -0.032 0.195
C -0.0838 -1.6589 0.4706 0.918 -0.366 -1.006
C 0.6565 -0.4307 -0.0210 -0.681 0.827 -0.354
N -0.2396 0.5429 -0.6522 1.162 -0.212 1.387
C -0.3947 1.7423 -0.0306 -1.305 0.280 -0.787
O 0.2224 2.1746 0.9095 0.492 -0.284 0.309
H 0.3845 -2.2233 1.2964 -0.146 0.157 0.242
H 1.1032 0.1016 0.8095 0.399 -0.037 0.082
H 1.4086 -0.7009 -0.7688 0.175 -0.389 0.403
H -0.8242 0.2490 -1.4002 -0.501 -0.011 -0.281
H -1.2296 2.3180 -0.4658 0.108 0.066 -0.188

---

DFT (ωB97M-V/def2-TZVPD) results for a 3-piece molecular cluster, C3H5NO2 overall in a non-equilibrium geometry.

Geometry as XYZ:
```
11
Properties=species:S:1:pos:R:3:forces:R:3
N -0.3747 -2.3074 1.7364 -0.115 0.523 -0.596
C -0.3804 -1.5130 0.8739 -0.334 -1.239 0.892
O 1.3387 -0.9846 -0.8316 0.432 0.434 -0.578
C 1.2596 0.1367 -1.2555 0.268 -0.360 -0.099
C -0.5391 1.5812 0.2180 -0.278 0.051 0.359
O -0.9842 0.8909 1.0956 -0.028 0.787 -0.212
H -0.5272 -2.9836 2.4491 0.089 -0.049 0.105
H 0.5499 0.4104 -2.0600 0.088 -0.071 0.031
H 1.8990 0.9510 -0.8651 -0.014 -0.066 -0.045
H 0.3818 2.1777 0.3580 -0.073 -0.010 0.029
H -1.0272 1.6610 -0.7719 -0.034 0.000 0.114
```
Forces are in eV/Å.

---

11
Properties=species:S:1:pos:R:3:forces:R:3 method="wB97M-V/def2-TZVPD" smiles="O=[N+]([O-])C1CC1"
O 2.4086 1.2422 0.2452 -0.292 0.405 -0.079
N 2.2708 0.0538 0.0245 0.392 0.151 -0.764
O 3.1473 -0.7649 0.0538 2.021 -0.839 0.409
C 1.0576 -0.5178 -0.3335 -5.570 -0.981 1.964
C -0.2033 0.2766 0.7543 1.146 -2.837 -1.824
C -0.1738 0.2396 -0.7555 0.968 3.091 1.549
H 0.9002 -1.6309 -0.3833 1.178 1.467 0.332
H 0.2232 1.0774 1.3110 0.357 0.450 -0.018
H -0.7671 -0.4650 1.3289 0.182 0.242 -0.442
H -1.0143 -0.3225 -1.1765 0.750 0.446 -0.503
H 0.1555 1.2971 -1.0398 -1.131 -1.594 -0.625

---

11
Properties=species:S:1:pos:R:3:forces:R:3 method="wB97M-V/def2-TZVPD" smiles="CC(=O)NC=O"
C 0.2023 -0.7098 -1.4548 0.145 -0.851 -2.431
C 0.2563 0.6328 -0.7475 -1.880 -3.463 5.627
O -0.7773 1.2214 -0.5414 1.389 1.815 -2.372
N 0.7265 0.1119 0.8268 -1.722 3.058 -0.761
C -0.5162 0.5818 1.5526 2.434 -4.248 0.179
O -0.4426 1.0493 2.6445 -0.586 0.941 -0.239
H -0.8490 -0.9922 -1.1823 1.045 -0.138 -0.546
H 0.3236 -0.6949 -2.5672 -0.526 0.419 0.766
H 0.8999 -1.5145 -1.1599 -0.241 0.979 0.458
H 1.4531 0.4727 1.4547 0.540 0.108 -0.925
H -1.2765 -0.1585 1.1745 -0.599 1.380 0.243

---

11
Properties=species:S:1:pos:R:3:forces:R:3 method="wB97M-V/def2-TZVPD" smiles=C1OCN2O[C@H]12
C -0.7534 -0.8614 -0.1615 -0.233 -0.047 -0.078
O 0.6127 -1.0331 -0.5291 -0.016 -0.002 0.096
C 1.2850 0.1677 -0.3141 0.110 0.748 -0.349
N 0.4540 1.1469 0.3542 -0.788 -0.175 1.661
O -0.3205 0.6370 1.6597 1.337 0.207 -0.383
C -0.8428 0.5464 0.4021 -0.274 -0.114 -0.765
H -0.9645 -1.5907 0.6269 -0.226 0.095 -0.130
H -1.4157 -1.0214 -1.0169 0.118 0.037 -0.006
H 1.3181 0.8670 -1.1869 0.597 -0.979 -0.485
H 2.2999 -0.0500 0.0475 -0.455 0.372 0.221
H -1.6726 1.1915 0.1181 -0.171 -0.143 0.218

---

11
Properties=species:S:1:pos:R:3:forces:R:3 method="wB97M-V/def2-TZVPD" smiles=N#C[C@H](O)CO
N 2.6158 -0.0664 -1.4038 -0.847 -0.162 0.726
C 1.7301 -0.2291 -0.6794 0.768 0.151 -0.633
C 0.5682 -0.3512 0.2199 0.104 0.246 -0.019
O 0.1261 -1.6824 0.2235 -0.202 -0.064 0.132
C -0.5468 0.5812 -0.2626 0.236 0.092 -0.206
O -1.6830 0.3220 0.5427 -0.120 0.268 0.125
H 0.8798 -0.0370 1.2286 0.007 -0.039 -0.147
H -0.7363 -1.6553 0.6669 0.110 -0.140 -0.080
H -0.7801 0.3499 -1.3084 0.031 0.027 0.141
H -0.2165 1.6241 -0.1905 -0.054 -0.157 -0.040
H -1.9573 1.1442 0.9628 -0.034 -0.222 0.002

---

| no. | electronic energy (eV) |
| --- | --- |
| 1 | -8776.6928 |
| 2 | -8773.2322 |
| 3 | -8772.0524 |
| 4 | -8773.6380 |
| 5 | -8773.5926 |
| 6 | -8776.1673 |